[1]
Density functional theory data (wB97M-V/def2-TZVPD) for C3H2O4S2 as an isolated structure in a non-equilibrium geometry.

Strongest force on any atom = 4.06 eV/Å
Orbital gap = 0.157 Ha
Total charge = -2
LUMO level = 5.81 eV
Electronic energy = -1212.83306 a.u.
HOMO level = 1.5 eV

```
11
Properties=species:S:1:pos:R:3:forces:R:3
C 1.3244 0.0393 0.4096 2.462 1.831 2.298
C -2.9003 0.9056 -0.3834 1.344 0.749 1.206
C 0.7751 -0.7968 -0.4026 -2.783 -2.098 -2.084
O 0.6384 0.8620 1.2719 0.347 -0.967 -0.741
O -3.2578 0.9857 -1.4830 -0.730 -0.434 -1.577
O 2.6755 -0.0376 0.5414 -0.136 2.048 1.344
O -2.7511 1.2312 0.7325 -0.505 -0.138 0.465
S 1.9398 -1.7768 -1.3034 -0.668 -1.315 -1.327
S -1.0334 -1.0447 -0.2357 0.580 -0.162 -0.368
H 2.7838 -0.7506 -0.1516 1.263 -0.378 -0.170
H -0.1943 0.3826 1.0044 -1.174 0.864 0.954
```
Forces are in eV/Å.

=====

[2]
Density functional theory data (wB97M-V/def2-TZVPD) for a 2-piece molecular cluster, C5H7BrS overall in a non-equilibrium geometry.

Strongest force on any atom = 3.85 eV/Å
Orbital gap (spin up / spin down) = 0.201 / 0.201 Ha
Total charge = 0
LUMO level (spin up / spin down) = -2.23 / -2.24 eV
Electronic energy = -3166.78667 a.u.
HOMO level (spin up / spin down) = -7.7 / -7.7 eV

```
14
Properties=species:S:1:pos:R:3:forces:R:3
C 1.3993 0.0777 -0.2133 -0.809 -1.768 -2.303
C 0.1320 0.2302 0.2686 2.865 -0.469 -0.194
C 2.4735 0.8956 -0.0406 1.672 1.121 1.626
C -2.3713 0.2113 -0.0937 1.146 -0.133 -0.701
C -0.9574 -0.5934 -0.1090 -3.307 -1.864 -0.622
S 3.4676 2.0341 0.1871 -0.770 -0.904 -0.412
Br 4.1455 -1.6214 0.7376 -0.560 0.657 -0.278
H 1.6452 -0.7151 -0.9931 -0.490 0.839 1.088
H 0.0238 0.9081 1.0598 -0.451 1.146 0.923
H -3.2848 -0.3208 0.2863 1.230 0.136 -0.530
H -2.4331 0.4478 -1.1561 -0.912 0.441 0.178
H -2.2684 1.1513 0.4899 0.012 -0.612 -0.416
H -0.7585 -1.3021 -0.9746 -0.272 1.644 0.197
H -1.2134 -1.4033 0.5513 0.647 -0.233 1.443
```
Forces are in eV/Å.

=====

[3]
Density functional theory data (wB97M-V/def2-TZVPD) for the molecule C6H10FN.

Strongest force on any atom = 0.97 eV/Å
Orbital gap = 0.344 Ha
Total charge = 0
LUMO level = 1.10 eV
SMILES string = CN1CC[C@H]2[C@@H](F)[C@H]21
Electronic energy = -389.18546 a.u.
HOMO level = -8.3 eV

```
18
Properties=species:S:1:pos:R:3:forces:R:3
C 1.9485 -1.0112 -0.1852 -0.059 -0.685 -0.135
N 0.6487 -0.4150 -0.3848 0.229 0.226 -0.229
C 0.6721 1.0410 -0.5151 -0.161 0.096 0.407
C -0.7880 1.4468 -0.2801 0.117 0.953 -0.168
C -1.3026 0.4161 0.7090 -0.130 0.130 0.233
C -1.7434 -0.8930 0.1415 0.125 -0.235 0.227
F -1.9701 -0.9902 -1.1996 -0.061 0.025 -0.076
C -0.3273 -0.7454 0.6164 -0.120 -0.052 0.458
H 2.5946 -0.7798 -1.0419 -0.112 0.000 0.249
H 1.8351 -2.1155 -0.1501 0.169 0.634 0.060
H 2.4375 -0.6617 0.7437 0.001 -0.082 -0.131
H 1.2873 1.5099 0.2924 -0.007 -0.227 -0.440
H 1.0480 1.3295 -1.5015 0.047 0.045 0.197
H -0.8540 2.4867 0.1113 -0.010 -0.750 -0.148
H -1.3420 1.4250 -1.2209 -0.055 -0.081 0.082
H -1.7357 0.7493 1.6526 0.149 -0.145 -0.270
H -2.4321 -1.5100 0.7104 0.047 0.070 -0.065
H 0.0236 -1.2828 1.5019 -0.169 0.077 -0.252
```
Forces are in eV/Å.

=====

- Which of these has the lowest electronic energy?
  C5H7BrS